Arrangement 1

# C6H12O

A gas-phase ion, C6H12O (charge +1) (ωB97M-V with the def2-TZVPD basis set, the Open Molecules 2025 dataset).

2S+1   2
Kohn-Sham gap (spin up / spin down)   10.07 / 6.22 eV
LUMO (spin up / spin down)   -5.54 / -9.43 eV
⟨S²⟩   0.757
Total charge   +1
Molar mass   100.2 g mol⁻¹

Last column: Mulliken charge in e.
Geometry (Å):
O  -2.6353  -1.6667  -0.7898  -0.082
C  -0.8441  -0.4271  -1.7200  -0.525
C  1.0592  0.6496  -0.2939  -0.793
C  -0.2003  0.8528  -1.1758  -0.557
C  0.5055  -0.4227  2.0261  -0.929
C  -1.5123  -1.3125  -0.6679  0.291
C  0.8706  0.8132  1.2188  -0.358
H  1.5529  -0.2558  -0.6464  0.446
H  -0.9179  -1.6062  0.2320  0.470
H  1.8212  1.3882  -0.5650  0.331
H  -0.9097  1.4239  -0.5762  0.414
H  -1.6214  -0.1779  -2.4345  0.398
H  0.1165  -0.2343  3.0266  0.370
H  1.2325  -1.2233  2.0422  0.344
H  -0.3528  -0.9264  1.5280  -0.067
H  0.0574  1.5320  1.3138  0.217
H  0.0644  1.4352  -2.0564  0.325
H  -0.0570  -1.0879  -2.1079  0.347
H  1.7706  1.2458  1.6464  0.359

=====

Arrangement 2

# C6H12O

A molecular structure, C6H12O (ωB97M-V with the def2-TZVPD basis set, the Open Molecules 2025 dataset).

2S+1   2
Kohn-Sham gap (spin up / spin down)   9.87 / 6.86 eV
LUMO (spin up / spin down)   -5.33 / -8.37 eV
⟨S²⟩   0.757
Total charge   +1
Molar mass   100.2 g mol⁻¹

Last column: Mulliken charge in e.
Geometry (Å):
O  2.8056  1.1458  -0.2349  -0.263
C  0.1203  -0.0312  0.3847  0.501
C  1.3918  -0.9365  0.0812  -0.537
C  -1.2404  -0.8469  0.1708  -0.647
C  2.6484  -0.1670  0.0667  0.060
C  -2.4915  0.1620  0.3842  -1.060
C  0.1350  1.1524  -0.5846  -1.491
H  -1.2604  -1.2542  -0.8737  0.371
H  -1.2162  -1.6562  0.8652  0.426
H  -2.8811  0.4571  -0.6582  0.286
H  1.9836  -0.5423  -1.0179  0.265
H  1.4911  -1.9179  0.5043  0.414
H  -0.1332  0.8982  -1.6291  0.347
H  3.5449  -0.8356  0.1417  0.416
H  -3.3340  -0.5864  0.6617  0.326
H  1.1010  1.6291  -0.4782  0.626
H  -0.6476  1.9781  -0.2982  0.370
H  0.2707  0.3610  1.4431  0.230
H  -2.2880  0.9903  1.0713  0.362

=====

Arrangement 3

# C6H12O

A gas-phase ion, C6H12O (charge +1) (ωB97M-V with the def2-TZVPD basis set, the Open Molecules 2025 dataset).

2S+1   2
Kohn-Sham gap (spin up / spin down)   10.77 / 7.32 eV
LUMO (spin up / spin down)   -4.25 / -8.11 eV
⟨S²⟩   0.752
Total charge   +1
Molar mass   100.2 g mol⁻¹

Last column: Mulliken charge in e.
Geometry (Å):
O  -0.0949  -0.3449  -3.3213  -0.494
C  -0.0760  1.6701  2.7005  -1.365
C  -0.1873  -1.5615  -2.6464  -0.448
C  -0.1032  -1.3749  -1.2141  -0.298
C  0.7214  1.0677  1.5702  -0.352
C  -0.0460  -0.0743  0.9011  -0.354
C  -0.0405  -0.1633  -0.5201  -0.005
H  0.5531  -2.2977  -2.9595  0.370
H  0.4435  2.4691  3.2262  0.369
H  -1.1676  -2.0040  -2.8321  0.362
H  -0.3878  0.9455  3.4559  0.346
H  1.1305  1.8039  0.8891  0.392
H  1.6087  0.5906  2.0059  0.267
H  0.2088  -1.0303  1.3613  0.374
H  -0.1240  -2.3139  -0.6716  0.370
H  -0.3110  -0.4268  -4.2658  0.317
H  -1.1469  0.1000  1.0171  0.315
H  0.0060  0.7540  -1.0738  0.455
H  -0.9867  2.1907  2.3772  0.380

=====

Most favorable first, least favorable last: arrangement 3, arrangement 1, arrangement 2

=====

Arrangement 1

# C4H9N2

A gas-phase ion, C4H9N2 (charge +1) (ωB97M-V with the def2-TZVPD basis set, the Open Molecules 2025 dataset).

Kohn-Sham gap   7.41 eV
LUMO   -4.42 eV
Total charge   +1
Molar mass   85.1 g mol⁻¹

Last column: Mulliken charge in e.
Geometry (Å):
N  0.6662  -1.2679  -1.1092  -0.106
N  -1.5109  0.5306  1.2344  -0.374
C  0.8223  1.0182  0.7953  -1.233
C  0.3200  -0.0710  -1.8888  -0.582
C  -0.5371  -0.5312  -0.6109  -0.378
C  -0.4269  0.3305  0.5685  0.921
H  -0.1914  -0.1745  -2.8110  0.173
H  1.7848  0.2771  1.0145  0.275
H  1.0495  1.7086  -0.1156  0.359
H  -1.5335  1.2437  2.0015  0.280
H  0.3868  -2.1908  -1.4074  0.312
H  0.7683  1.6952  1.6854  0.406
H  1.5238  -1.2445  -0.4871  0.303
H  -2.4128  0.0922  0.9231  0.273
H  -1.5083  -0.8988  -0.9270  0.372

=====

Arrangement 2

# C4H9N2

A gas-phase ion, C4H9N2 (charge +1) (ωB97M-V with the def2-TZVPD basis set, the Open Molecules 2025 dataset).

Kohn-Sham gap   12.04 eV
LUMO   -3.33 eV
Structure (SMILES)   C=N[N+]1(C)CC1
Total charge   +1
Molar mass   85.1 g mol⁻¹

Last column: Mulliken charge in e.
Geometry (Å):
N  0.9875  0.8664  0.2368  -0.784
N  -0.1175  0.0810  -0.0543  0.853
C  -1.4861  0.7816  0.5327  -0.332
C  2.1127  0.4187  0.3025  -0.127
C  -0.0846  -1.4039  0.0034  -0.888
C  -1.1175  0.6959  -0.8901  -0.426
H  -1.3134  1.6699  1.0954  0.274
H  -0.8112  -1.8589  -0.6687  0.312
H  0.8962  -1.7377  -0.3457  0.395
H  2.8297  1.1200  0.6058  0.296
H  -1.4138  0.1188  -1.6944  0.320
H  2.5775  -0.6211  0.0953  0.175
H  -0.1834  -1.7935  0.9755  0.368
H  -2.1926  0.0918  1.0179  0.278
H  -0.6835  1.5709  -1.2119  0.285

=====

Most favorable first, least favorable last: arrangement 2, arrangement 1

=====

Arrangement 1

# C4H9N2

2 unconnected molecules or ions with the total composition C4H9N2 (ωB97M-V with the def2-TZVPD basis set, the Open Molecules 2025 dataset).

Kohn-Sham gap   11.29 eV
LUMO   -3.69 eV
Total charge   +1
Molar mass   85.1 g mol⁻¹

Last column: Mulliken charge in e.
Geometry (Å):
N  2.4682  1.0324  -0.4190  -0.462
N  1.3032  -0.8147  0.8879  -0.577
C  -1.0750  -1.1237  0.2697  0.003
C  0.2217  -1.0805  0.7179  0.209
C  -2.1129  -0.1549  0.7555  -0.580
C  -1.6518  -0.1560  -0.7030  -0.322
H  3.2301  1.1960  0.3117  0.416
H  2.8467  0.8251  -1.3535  0.386
H  2.0686  1.9228  -0.5382  0.353
H  -1.2223  -2.2081  0.1470  0.304
H  2.0117  0.2014  -0.0499  0.364
H  -2.3563  -0.4698  -1.3928  0.317
H  -3.1619  -0.3587  0.9315  0.274
H  -0.7869  0.5321  -0.9711  0.069
H  -1.7831  0.6568  1.4062  0.244

=====

Arrangement 2

# C4H9N2

A gas-phase ion, C4H9N2 (charge +1) (ωB97M-V with the def2-TZVPD basis set, the Open Molecules 2025 dataset).

Kohn-Sham gap   9.06 eV
LUMO   -4.50 eV
Structure (SMILES)   C=C(N)CC=[NH2+]
Total charge   +1
Molar mass   85.1 g mol⁻¹

Last column: Mulliken charge in e.
Geometry (Å):
N  0.5710  -1.3274  0.1373  -0.601
N  -2.1984  -0.6058  -0.0467  -0.159
C  1.0028  0.0811  0.0396  0.434
C  -0.2413  1.0420  0.0715  -0.756
C  -1.7463  0.5882  -0.0710  0.063
C  2.3654  0.2896  -0.1181  -0.954
H  -0.1648  1.7233  -0.6789  0.445
H  -0.3267  1.5877  0.9240  0.422
H  2.7701  1.2305  -0.0249  0.313
H  -2.4434  1.5265  -0.1946  0.346
H  0.9153  -1.6430  1.0285  0.274
H  -1.4430  -1.3147  0.0156  0.368
H  1.0013  -1.8674  -0.6374  0.271
H  3.1085  -0.4256  -0.3617  0.282
H  -3.1704  -0.8848  -0.0833  0.253

=====

Most favorable first, least favorable last: arrangement 1, arrangement 2

=====

Arrangement 1

# C4H9N2

A gas-phase ion, C4H9N2 (charge +1) (ωB97M-V with the def2-TZVPD basis set, the Open Molecules 2025 dataset).

Kohn-Sham gap   11.26 eV
LUMO   -3.37 eV
Structure (SMILES)   C/[NH+]=C1/CCN1
Total charge   +1
Molar mass   85.1 g mol⁻¹

Last column: Mulliken charge in e.
Geometry (Å):
N  -1.2056  0.5150  -0.4040  -0.193
N  0.6310  -0.9965  0.0164  -0.125
C  -2.4127  -0.1139  0.0145  -0.778
C  0.0455  0.1409  -0.3740  0.260
C  1.7454  0.9238  -0.1929  -0.531
C  2.0500  -0.5175  0.2178  -0.343
H  1.4632  1.4802  0.6138  0.371
H  -2.2540  -1.1011  0.5063  0.270
H  -1.3094  1.5808  -0.6298  0.301
H  2.0746  1.2952  -1.1368  0.350
H  2.3237  -0.6017  1.2716  0.283
H  0.1863  -1.9104  0.2699  0.247
H  -2.8922  0.4184  0.9948  0.296
H  -3.2732  -0.1407  -0.7256  0.297
H  2.8276  -0.9725  -0.4420  0.294

=====

Arrangement 2

# C4H9N2

A gas-phase ion, C4H9N2 (charge +1) (ωB97M-V with the def2-TZVPD basis set, the Open Molecules 2025 dataset).

Kohn-Sham gap   11.25 eV
LUMO   -3.38 eV
Structure (SMILES)   C/[NH+]=C1\N[C@H]1C
Total charge   +1
Molar mass   85.1 g mol⁻¹

Last column: Mulliken charge in e.
Geometry (Å):
N  -0.3179  0.7711  0.6177  -0.279
N  1.3478  -0.9263  -0.0621  -0.242
C  -1.4997  -0.0905  0.6446  0.198
C  2.6434  -0.2857  -0.1962  -0.673
C  -2.5026  -0.2305  -0.3853  -1.119
C  0.2774  -0.3619  0.3585  0.184
H  3.2979  -0.9807  0.3769  0.299
H  -2.2914  -1.0365  -1.1459  0.315
H  -0.1238  1.8808  0.6209  0.323
H  1.5471  -2.0070  -0.1919  0.355
H  -3.4610  -0.3236  0.0712  0.311
H  2.7548  -0.2475  -1.3042  0.302
H  -2.4598  0.5638  -1.1291  0.376
H  2.4482  0.7158  0.3240  0.241
H  -1.5726  -0.3644  1.6686  0.410

=====

Most favorable first, least favorable last: arrangement 1, arrangement 2

=====

Arrangement 1

# C4H9N2

A molecular structure, C4H9N2 (ωB97M-V with the def2-TZVPD basis set, the Open Molecules 2025 dataset).

Kohn-Sham gap   10.78 eV
LUMO   -3.41 eV
Total charge   +1
Molar mass   85.1 g mol⁻¹

Last column: Mulliken charge in e.
Geometry (Å):
N  -2.4133  0.2969  0.0617  -0.380
N  0.2494  0.0492  0.4921  -0.256
C  2.1033  0.2218  -0.4222  -0.140
C  1.1812  1.0798  0.0031  -0.350
C  1.3379  -0.9373  0.1516  -0.615
C  -1.3601  -0.2429  -0.5756  -0.217
H  1.7390  -1.3116  0.9950  0.375
H  3.0652  0.3865  -0.9578  0.361
H  -2.3256  1.2177  0.4916  0.257
H  0.8794  2.1596  0.0249  0.391
H  0.0062  -0.0073  1.4455  0.298
H  -1.0546  0.3864  -1.3288  0.392
H  0.9053  -1.6644  -0.4184  0.342
H  -3.0623  -0.2403  0.5843  0.256
H  -1.2511  -1.3944  -0.5470  0.287

=====

Arrangement 2

# C4H9N2

A gas-phase ion, C4H9N2 (charge +1) (ωB97M-V with the def2-TZVPD basis set, the Open Molecules 2025 dataset).

Kohn-Sham gap   9.20 eV
LUMO   -5.06 eV
Total charge   +1
Molar mass   85.1 g mol⁻¹

Last column: Mulliken charge in e.
Geometry (Å):
N  0.3231  0.4516  -0.6933  -0.327
N  0.8230  -1.8236  -0.1900  -0.325
C  1.1397  0.5126  0.5568  -0.318
C  0.1150  -0.5573  0.3840  -0.221
C  -1.7482  0.6581  0.5228  -0.354
C  -0.8996  1.1584  -0.6646  -0.301
H  2.2158  0.2066  0.3162  0.182
H  1.6608  -1.3264  -0.6606  0.406
H  -1.3846  0.8994  1.5000  0.270
H  -2.7096  0.3798  0.4135  0.363
H  1.0273  1.1923  1.3693  0.280
H  1.2920  -2.6467  0.2707  0.353
H  -1.4086  0.9032  -1.6214  0.297
H  -0.7149  2.2406  -0.5639  0.325
H  0.2686  -2.2486  -0.9395  0.371

=====

Most favorable first, least favorable last: arrangement 1, arrangement 2

=====

Arrangement 1

# C21H32N4O3

C21H32N4O3 in the gas phase (ωB97M-V with the def2-TZVPD basis set, the Open Molecules 2025 dataset).

Kohn-Sham gap   10.04 eV
LUMO   0.77 eV
Structure (SMILES)   CCCCC/C=C/CC(=O)N1CC[C@@H]2C[C@]2(C(=O)NCc2nc(C)no2)CC1
Molar mass   388.5 g mol⁻¹

Last column: Mulliken charge in e.
Geometry (Å):
O  -0.1126  0.1013  3.3740  -0.667
O  -3.7715  -0.5812  -0.5181  -0.676
O  -0.8294  -0.6747  -1.3207  0.160
N  -0.1841  -0.9482  -2.5318  -0.707
N  -2.1843  0.2581  0.8367  0.133
N  -0.9892  -1.9767  3.2193  0.311
N  -0.7131  1.2317  -2.3976  -0.675
C  -1.8433  -1.7654  4.3878  -0.773
C  3.8699  2.7305  -2.1721  -0.932
C  2.8929  1.6416  -1.7546  -0.027
C  0.8409  -1.3261  1.7030  -0.075
C  -3.3016  -2.1084  4.1037  -1.102
C  2.0097  0.1980  0.1134  -0.073
C  -1.7763  1.2368  -0.1356  -1.182
C  -0.1446  0.2079  -3.1218  0.811
C  2.9405  1.3214  -0.2649  -1.164
C  -1.2707  -3.1524  2.4141  -1.308
C  -3.1490  -0.6509  0.5245  -0.440
C  3.7952  3.0554  -3.6589  -0.224
C  -0.1257  -0.9990  2.8331  0.353
C  -3.8206  -1.3838  2.8913  0.044
C  -4.7331  -2.0687  1.9154  -0.885
C  1.7124  -0.1564  1.3559  -0.870
C  4.7767  4.1425  -4.0769  -1.398
C  -1.1014  0.6256  -1.3257  0.952
C  -3.3185  -1.7736  1.5198  1.359
C  -2.3058  -2.9026  1.2912  -0.625
C  0.4684  0.4025  -4.4595  -0.982
H  -3.9853  -0.3206  3.0353  0.365
H  -0.2733  0.8002  -5.1515  0.339
H  5.8048  3.8422  -3.8646  0.330
H  3.6710  3.6397  -1.5937  0.349
H  2.7746  3.3659  -3.9056  0.280
H  -1.7675  -2.6690  0.3697  0.130
H  4.7063  4.3605  -5.1431  0.388
H  3.9875  2.1442  -4.2351  0.336
H  -3.8960  -1.8483  4.9823  0.431
H  -1.7419  -0.7201  4.6707  0.444
H  -2.6289  1.8085  -0.5051  0.360
H  -3.4245  -3.1855  3.9664  0.381
H  2.7029  2.2165  0.3177  0.334
H  0.8497  -0.5420  -4.8394  0.294
H  -0.3500  -3.5346  1.9771  0.459
H  2.1088  0.4086  2.1935  0.355
H  1.6048  -0.3869  -0.7102  0.453
H  -1.6225  -3.9290  3.0928  0.488
H  -4.9788  -3.1049  2.1138  0.255
H  0.2956  -1.6629  0.8187  0.052
H  -2.8345  -3.8367  1.0918  0.506
H  3.1016  0.7271  -2.3223  0.384
H  -5.5135  -1.4975  1.4327  0.326
H  3.9665  1.0477  0.0044  0.323
H  1.4538  -2.1724  2.0352  0.510
H  -1.0767  1.9279  0.3336  0.416
H  4.8910  2.4243  -1.9180  0.389
H  -1.4716  -2.3742  5.2185  0.294
H  4.5852  5.0699  -3.5333  0.329
H  1.8757  1.9462  -2.0233  0.037
H  -1.7303  0.2465  1.7362  0.279
H  1.2838  1.1231  -4.3905  0.043

=====

Arrangement 2

# C21H32N4O3

C21H32N4O3 in the gas phase (ωB97M-V with the def2-TZVPD basis set, the Open Molecules 2025 dataset).

Kohn-Sham gap   9.87 eV
LUMO   0.67 eV
Structure (SMILES)   CCCCC/C=C/CC(=O)N1CC[C@@H]2C[C@]2(C(=O)NCc2nc(C)no2)CC1
Molar mass   388.5 g mol⁻¹

Last column: Mulliken charge in e.
Geometry (Å):
O  1.3167  -2.5954  0.3218  -0.131
O  1.8040  2.5634  3.0790  -0.691
O  4.3923  -2.3463  3.9317  -0.725
N  0.1220  -2.7869  -0.3824  -0.560
N  3.0660  -1.6367  2.2819  0.097
N  3.8802  2.0819  2.3447  0.286
N  -0.2209  -3.0321  1.8261  -0.665
C  1.9631  1.7865  0.8203  -0.311
C  -2.3683  1.4712  -0.5432  -0.696
C  -0.0971  0.5705  0.1246  -0.483
C  4.4488  2.5192  3.6198  -0.743
C  5.7437  1.7837  3.9385  -1.163
C  -0.7434  -3.0430  0.5500  0.857
C  -4.6645  2.3366  -1.2147  -0.327
C  5.5452  0.2923  3.9658  0.014
C  -2.1714  -3.3267  0.2632  -1.257
C  4.8024  1.6904  1.2972  -1.332
C  1.0196  -2.7553  1.6120  0.539
C  4.2139  -1.5682  3.0068  -0.407
C  5.1724  0.1951  1.3230  -1.334
C  2.1274  -2.6914  2.6019  -0.515
C  0.4963  1.4900  0.8731  -0.840
C  6.5299  -0.6612  3.3913  -1.068
C  -1.5845  0.3340  0.1137  -0.724
C  -6.1631  2.0637  -1.2316  -1.281
C  5.2024  -0.4798  2.6907  1.763
C  -3.8681  1.2106  -0.5674  -0.614
C  2.5305  2.1632  2.1849  0.713
H  6.0890  2.1153  4.9202  0.443
H  -2.8018  -2.5788  0.7438  0.284
H  3.7054  2.3220  4.3902  0.470
H  -4.3056  2.4885  -2.2372  0.319
H  -4.4656  3.2700  -0.6794  0.317
H  -6.5482  1.9373  -0.2177  0.316
H  -2.3517  -3.3199  -0.8090  0.309
H  -0.0789  2.0937  1.5675  0.401
H  5.6981  2.3030  1.3941  0.475
H  2.6435  -3.6566  2.6055  0.372
H  6.6960  -1.5985  3.9008  0.345
H  -1.7976  -0.5962  -0.4172  0.144
H  4.6138  3.6019  3.6064  0.267
H  -2.1628  2.4029  -0.0079  0.383
H  1.7024  -2.5607  3.5957  0.363
H  6.5391  2.0518  3.2404  0.367
H  4.3904  1.9460  0.3229  0.599
H  7.3804  -0.2340  2.8737  0.259
H  0.4991  -0.0235  -0.5644  0.537
H  -6.7153  2.8801  -1.6981  0.384
H  2.8985  -1.0574  1.4801  0.084
H  -4.0657  0.2746  -1.1029  0.296
H  -6.3873  1.1500  -1.7860  0.316
H  4.4780  -0.3423  0.6747  0.515
H  2.5006  0.9548  0.3607  0.238
H  -1.9434  0.2046  1.1402  0.406
H  -2.4419  -4.3011  0.6690  0.378
H  5.0089  -0.0779  4.8318  0.451
H  -4.2261  1.0574  0.4571  0.342
H  2.1397  2.6570  0.1752  0.389
H  6.1409  0.0718  0.8326  0.521
H  -2.0039  1.6180  -1.5654  0.308

=====

Most favorable first, least favorable last: arrangement 1, arrangement 2